161
Properties=species:S:1:pos:R:3:forces:R:3 method="wB97M-V/def2-TZVPD" mol_weight_g_mol=1262.04 e_lumo_ev=1.909 e_homo_ev=-4.8 multiplicity=1 homo_lumo_gap_ha=0.246 charge=-1
C -5.674 -5.219 0.005 -0.0618 -0.0184 0.0752
O -5.453 -3.847 0.240 0.0451 0.0461 -0.1314
C -6.599 -3.079 0.554 -0.1560 -0.0648 -0.0295
C -6.310 -1.616 0.253 0.0619 -0.0089 0.1091
C -6.456 -1.188 -1.215 -0.0235 -0.0273 -0.1185
C -6.096 -2.254 -2.254 0.0592 -0.0626 0.0027
C -6.055 -1.721 -3.701 -0.0208 0.0793 -0.0146
C -4.673 -1.898 -4.337 -0.0547 -0.1362 -0.0085
C -3.567 -1.131 -3.594 -0.0158 0.0903 -0.2419
C -3.111 0.147 -4.314 -0.0415 -0.0745 0.1141
C -2.485 1.198 -3.370 0.1059 -0.0484 -0.1233
C -1.037 1.568 -3.732 0.0323 -0.1225 0.0129
C -0.018 0.638 -3.045 -0.0463 -0.1350 0.0281
C 0.811 1.363 -1.991 -0.1072 0.0464 0.0467
C 1.796 0.434 -1.256 -0.0860 0.0016 0.1550
C 1.063 -0.527 -0.242 0.1695 -0.1166 -0.2725
C -0.416 -0.368 -0.049 0.9667 -1.2856 -0.4713
O -0.982 0.556 0.368 -0.9939 1.6051 0.6036
I -1.598 -2.192 -0.420 -0.0624 -0.1947 0.0055
O 2.438 -0.396 -2.180 0.0254 0.1861 -0.0126
B 3.486 0.469 -2.843 0.1006 0.2288 -0.0846
O 3.778 1.524 -1.778 -0.1506 -0.2579 -0.0524
C 3.000 1.278 -0.658 -0.0989 -0.1309 0.0919
C 2.579 2.633 -0.062 0.0172 0.1454 0.0521
C 1.748 2.609 1.216 -0.0301 -0.1945 0.0890
F 2.451 3.188 2.291 -0.0217 0.0344 -0.0995
C 3.843 0.560 0.456 0.1665 -0.0146 0.0667
O 4.933 -0.242 0.040 -0.0467 0.0464 -0.0441
C 4.595 -1.519 -0.390 -0.0744 0.0342 -0.0786
O 5.726 -2.013 -1.056 0.1022 -0.0126 0.1829
C 5.570 -3.358 -1.419 -0.0090 -0.2250 -0.1010
C 4.528 -3.591 -2.526 -0.0791 0.0933 -0.1334
O 3.453 -4.450 -2.135 0.1159 -0.0220 0.2629
H -5.294 -5.821 0.839 -0.0501 0.0322 -0.0372
H -6.740 -5.440 -0.123 0.0678 -0.0042 -0.0261
H -5.147 -5.511 -0.908 -0.0046 0.0250 0.0748
H -6.865 -3.204 1.614 0.0646 -0.0080 -0.0400
H -7.454 -3.439 -0.039 0.0136 0.0657 0.0555
H -6.976 -1.007 0.875 0.0739 0.0086 -0.0460
H -5.291 -1.416 0.599 -0.0506 -0.0500 -0.0157
H -5.808 -0.321 -1.386 -0.1164 0.0048 0.0299
H -7.482 -0.847 -1.404 0.0562 -0.0258 0.0075
H -6.814 -3.080 -2.200 0.0863 0.0352 0.0792
H -5.123 -2.679 -1.988 -0.0626 -0.0004 -0.0563
H -6.341 -0.661 -3.717 0.0657 -0.0440 0.0154
H -6.799 -2.244 -4.311 0.0324 0.0625 0.0206
H -4.448 -2.969 -4.347 0.0020 0.0812 0.0075
H -4.701 -1.582 -5.387 0.0016 -0.0071 0.0575
H -3.917 -0.856 -2.594 0.0229 -0.1046 -0.0341
H -2.703 -1.785 -3.451 -0.0314 0.1151 0.1071
H -3.962 0.584 -4.851 0.0422 -0.0105 0.0689
H -2.378 -0.131 -5.080 -0.0878 0.0339 -0.0236
H -2.478 0.774 -2.358 -0.0590 0.1951 0.0325
H -3.115 2.091 -3.337 0.0177 -0.0592 -0.0417
H -0.904 1.512 -4.818 -0.0929 0.1026 0.0555
H -0.840 2.609 -3.460 0.0585 -0.0761 0.0304
H 0.663 0.159 -3.750 -0.0158 0.1495 0.0166
H -0.578 -0.182 -2.577 0.1003 -0.0562 -0.0542
H 0.139 1.844 -1.272 0.0379 0.0916 -0.0023
H 1.377 2.159 -2.480 0.0522 -0.1299 -0.0343
H 1.439 -0.397 0.776 0.0237 -0.0202 -0.0294
H 1.283 -1.544 -0.557 -0.0004 0.0741 0.0133
H 4.463 -0.212 -3.121 -0.0193 -0.0319 0.0491
H 3.037 1.037 -3.847 0.0114 -0.0586 0.0542
H 2.063 3.211 -0.826 0.0300 -0.0135 -0.0357
H 3.501 3.180 0.159 -0.0684 -0.0393 -0.0276
H 1.496 1.599 1.547 -0.0127 0.0499 -0.0661
H 0.814 3.166 1.114 0.0654 0.0173 0.0177
H 3.214 -0.016 1.147 0.0099 -0.0015 0.0373
H 4.317 1.339 1.060 -0.0633 -0.0194 -0.0847
H 4.376 -2.187 0.476 0.0065 0.0907 0.0291
H 3.729 -1.470 -1.061 0.0578 -0.1184 0.0359
H 5.292 -3.971 -0.542 -0.0086 0.0581 -0.0690
H 6.555 -3.701 -1.747 -0.0255 0.0899 0.0396
H 4.989 -4.086 -3.383 -0.0469 0.0011 0.0554
H 4.151 -2.619 -2.865 0.0424 -0.0518 0.0362
H 3.070 -4.094 -1.322 -0.0355 0.0458 -0.2077
F 9.589 -8.304 0.830 -0.0118 0.0011 -0.0147
C 8.499 -7.527 1.046 0.0323 -0.0193 0.0028
C 8.458 -6.755 2.188 -0.0260 0.0095 -0.0018
C 7.338 -5.963 2.401 0.0055 -0.0015 -0.0014
C 6.295 -5.958 1.486 -0.0075 0.0109 0.0101
C 6.369 -6.746 0.346 -0.0157 -0.0030 -0.0147
C 7.482 -7.543 0.115 -0.0217 0.0105 0.0020
H 9.284 -6.777 2.885 0.0066 -0.0041 -0.0059
H 7.285 -5.341 3.285 -0.0030 -0.0018 0.0023
H 5.429 -5.334 1.656 0.0029 0.0056 -0.0046
H 5.560 -6.736 -0.374 0.0016 0.0194 -0.0041
H 7.569 -8.162 -0.768 0.0059 -0.0055 0.0036
F -2.474 -4.354 -4.006 0.0060 -0.0758 0.0635
C -1.658 -4.833 -4.966 0.0116 0.0646 0.0086
C -0.697 -5.761 -4.620 0.0075 0.0015 -0.0175
C 0.142 -6.239 -5.617 0.0048 -0.0135 -0.0033
C 0.011 -5.789 -6.924 -0.0150 0.0041 0.0148
C -0.964 -4.852 -7.238 0.0041 0.0075 -0.0093
C -1.812 -4.362 -6.255 0.0101 -0.0207 -0.0167
H -0.606 -6.082 -3.592 0.0044 0.0123 0.0018
H 0.909 -6.960 -5.365 0.0060 0.0118 0.0058
H 0.675 -6.160 -7.693 0.0016 0.0002 -0.0006
H -1.061 -4.490 -8.253 -0.0007 -0.0026 -0.0029
H -2.573 -3.625 -6.468 0.0000 0.0068 0.0118
F -2.360 4.596 -3.600 -0.0759 0.1427 -0.1104
C -2.887 5.022 -2.435 0.0753 -0.1393 0.0744
C -3.814 6.045 -2.447 0.0302 0.0218 0.0074
C -4.337 6.470 -1.233 -0.0241 0.0138 0.0144
C -3.940 5.873 -0.045 0.0435 -0.0057 -0.0243
C -3.014 4.838 -0.069 0.0298 0.0290 0.0328
C -2.475 4.402 -1.271 -0.0200 0.0003 0.0044
H -4.106 6.494 -3.387 -0.0004 -0.0049 -0.0030
H -5.064 7.272 -1.217 -0.0056 -0.0061 0.0018
H -4.350 6.215 0.895 -0.0061 -0.0146 0.0053
H -2.700 4.368 0.853 -0.0047 -0.0110 0.0221
H -1.756 3.594 -1.319 -0.0016 -0.0019 0.0029
F 15.866 -11.756 2.814 -0.0024 0.0021 -0.0010
C 14.828 -10.983 2.423 0.0252 -0.0185 0.0105
C 14.613 -9.785 3.072 -0.0193 0.0032 -0.0088
C 13.544 -8.999 2.663 -0.0045 0.0186 -0.0011
C 12.717 -9.412 1.627 0.0396 -0.0005 0.0171
C 12.962 -10.624 0.996 -0.0248 -0.0057 -0.0107
C 14.026 -11.424 1.390 -0.0121 0.0182 -0.0043
H 15.269 -9.484 3.877 0.0054 -0.0039 -0.0018
H 13.359 -8.054 3.158 -0.0012 -0.0006 0.0007
H 11.885 -8.796 1.315 0.0012 -0.0145 0.0035
H 12.319 -10.952 0.190 0.0018 0.0031 -0.0026
H 14.237 -12.371 0.913 0.0037 -0.0032 0.0063
F -6.947 6.496 1.158 -0.0181 -0.0822 0.0339
C -7.463 6.943 2.320 0.0274 0.0869 -0.0196
C -8.272 8.062 2.284 0.0065 0.0204 0.0260
C -8.782 8.544 3.480 -0.0158 0.0184 -0.0066
C -8.482 7.911 4.678 -0.0146 -0.0246 0.0620
C -7.673 6.782 4.685 -0.0157 0.0116 -0.1301
C -7.154 6.286 3.495 -0.0140 0.0159 0.0173
H -8.481 8.541 1.338 0.0028 -0.0104 -0.0077
H -9.413 9.423 3.474 0.0004 -0.0009 0.0028
H -8.879 8.294 5.608 0.0050 -0.0009 0.0019
H -7.441 6.295 5.622 -0.0024 -0.0239 -0.0159
H -6.521 5.409 3.465 0.0015 -0.0016 -0.0070
F -6.215 6.505 7.682 -0.0080 -0.0044 0.0117
C -4.870 6.381 7.596 0.0001 0.0109 0.0237
C -4.122 6.559 8.742 0.0328 0.0108 -0.0098
C -2.743 6.434 8.654 -0.0026 -0.0001 0.0161
C -2.140 6.134 7.440 -0.0319 -0.0092 0.0026
C -2.922 5.956 6.307 0.0286 -0.0441 -0.0263
C -4.303 6.084 6.374 0.0357 0.0163 0.0133
H -4.617 6.791 9.676 -0.0106 -0.0037 -0.0032
H -2.139 6.569 9.542 0.0004 0.0048 -0.0022
H -1.064 6.034 7.376 -0.0016 -0.0075 -0.0029
H -2.466 5.715 5.358 0.0278 -0.0040 0.0041
H -4.919 5.963 5.494 -0.0309 0.0010 0.0246
F -2.337 6.413 3.022 -0.0277 -0.0489 -0.0540
C -1.530 7.490 2.876 -0.0290 -0.0355 0.0154
C -0.897 7.690 1.667 0.0093 0.0064 0.0181
C -0.077 8.803 1.541 0.0006 0.0120 -0.0074
C 0.092 9.681 2.604 -0.0073 -0.0179 0.0002
C -0.561 9.448 3.807 0.0349 -0.0313 -0.0355
C -1.382 8.339 3.953 -0.0447 0.1118 0.0045
H -1.049 6.991 0.856 -0.0103 -0.0021 -0.0093
H 0.432 8.981 0.603 0.0059 -0.0037 0.0020
H 0.735 10.544 2.494 0.0023 -0.0005 -0.0008
H -0.430 10.128 4.639 -0.0049 0.0066 -0.0039
H -1.916 8.138 4.871 0.0262 -0.0005 0.0205